Here is a single C3H6O2S molecule at a distorted geometry from the Open Molecules 2025 dataset. Energies are from ωB97M-V with the def2-TZVPD basis set.

The HOMO-LUMO gap is 9.7 eV. As for the calculated total energy: -666.46626 Ha. Its spin multiplicity is 1. The HOMO energy comes out at -0.3429 hartree.

```
12
Properties=species:S:1:pos:R:3:nbo_charge:R:1
O 0.5361 2.0214 -0.2183 -0.530
C 0.3487 0.8101 -0.2369 0.519
C 1.3158 -0.2293 -0.6479 -0.177
O 1.3348 -1.4082 0.2994 -0.732
C -0.9226 0.6299 0.6766 -0.602
S -2.0302 -0.2656 -0.4776 -0.068
H 1.0755 -0.4252 -1.7091 0.220
H 2.4187 0.3826 -0.6785 0.236
H 0.5730 -2.2081 0.0579 0.492
H -1.4333 1.5885 0.7831 0.242
H -0.6273 0.2785 1.8245 0.267
H -2.5891 -1.1746 0.3268 0.131
```

=====

Here is a single C3H2N2O molecule at a distorted geometry from the Open Molecules 2025 dataset. Energies are from ωB97M-V with the def2-TZVPD basis set.

The HOMO-LUMO gap is 11.0 eV. As for the calculated total energy: -300.18501 Ha. Its spin multiplicity is 1. The HOMO energy comes out at -0.3968 hartree.

```
8
Properties=species:S:1:pos:R:3:nbo_charge:R:1
N -0.7647 -0.2782 -2.5127 -0.296
C -0.7486 -0.0220 -1.3840 0.241
C -0.6404 0.3812 0.0052 -0.280
N -0.8642 -0.6401 1.1608 -0.302
C 0.2944 -0.2634 0.8816 0.518
O 1.5566 -0.3470 1.2337 -0.617
H -0.9132 1.4159 0.1985 0.228
H 2.0728 -0.2313 0.4201 0.508
```

=====

Here is a 2-piece molecular cluster, C4H10OSi overall at a distorted geometry from the Open Molecules 2025 dataset. Energies are from ωB97M-V with the def2-TZVPD basis set.

The HOMO-LUMO gap is 8.3 eV. As for the calculated total energy: -523.05320 Ha. Its spin multiplicity is 1. The HOMO energy comes out at -0.3175 hartree.

```
16
Properties=species:S:1:pos:R:3:nbo_charge:R:1
O 1.9999 0.4848 0.0106 -1.134
Si 2.6409 -0.8049 0.4231 1.612
H 3.3450 -0.9999 1.7336 -0.241
H 2.4939 -2.0952 -0.1536 -0.248
C -0.5021 -1.3822 0.7866 -0.646
C -0.8377 -0.3489 -0.1804 -0.193
C -0.8116 0.9489 -0.0115 -0.164
C -1.3065 1.8198 -1.0952 -0.664
H -0.0126 -0.8869 1.6488 0.203
H 0.1734 -2.1160 0.4443 0.199
H -1.4592 -1.7943 1.1238 0.230
H -1.1230 -0.7741 -1.1748 0.185
H -0.6353 1.5624 0.9108 0.210
H -0.5012 1.8381 -1.8531 0.222
H -2.1563 1.6209 -1.7298 0.219
H -1.3076 2.9275 -0.8833 0.210
```

=====

Here is C12H17N2O as an isolated structure at a distorted geometry from the Open Molecules 2025 dataset. Energies are from ωB97M-V with the def2-TZVPD basis set.

The HOMO-LUMO gap is 9.8 eV. As for the calculated total energy: -651.93593 Ha. Its spin multiplicity is 1. The charge is +1. The HOMO energy comes out at -0.4703 hartree.

```
32
Properties=species:S:1:pos:R:3:nbo_charge:R:1
C 4.1229 0.8969 -0.0099 -0.156
C 3.9240 -0.3838 -0.5384 -0.200
C 2.9612 1.6615 0.2243 -0.203
C 2.6808 -0.9465 -0.6345 -0.181
C 1.6967 1.1014 0.1159 -0.166
C 1.5167 -0.2052 -0.2903 -0.185
C -1.5967 1.2143 -0.6018 0.523
C 0.1749 -0.6925 -0.6352 0.628
C -0.8901 -0.8989 0.4507 0.065
C -2.5314 2.3280 -0.6903 -0.685
C -0.3329 -1.2972 1.7701 -0.628
C -1.8185 -2.1054 -0.1082 -0.601
N -0.6595 0.8715 -1.4191 -0.636
N -1.7981 0.3393 0.4267 -0.588
O 0.0614 -1.5787 -1.5735 -0.662
H 5.2049 1.2189 0.2154 0.248
H 4.7079 -1.0558 -0.6750 0.225
H 2.9988 2.6047 0.7414 0.229
H 2.6244 -1.9272 -0.8858 0.207
H 0.9202 1.8412 0.2854 0.222
H -2.2186 3.0181 0.1869 0.264
H -3.5792 2.0953 -0.5537 0.262
H -2.3731 2.8534 -1.6499 0.250
H 0.5745 -1.8719 1.5408 0.234
H -0.9365 -1.9997 2.2693 0.241
H -0.0432 -0.4154 2.3600 0.240
H -2.2950 -1.8753 -1.0613 0.225
H -2.6354 -2.3302 0.5877 0.217
H -1.2933 -2.9651 -0.3102 0.225
H -0.4868 1.3029 -2.3058 0.419
H -2.6658 0.3554 1.0208 0.435
H 0.7441 -1.7929 -2.2311 0.529
```

=====

Here is C56H48AsCsN2OP3Te as an isolated structure at a distorted geometry from the Open Molecules 2025 dataset. Energies are from ωB97M-V with the def2-TZVPD basis set.

The HOMO-LUMO gap (spin up / spin down) is 6.2 / 7.2 eV. As for the calculated total energy: -5895.19429 Ha. Its spin multiplicity is 1. The charge is +1. The HOMO energy (spin up / spin down) comes out at -0.3670 / -0.3654 hartree.

```
113
Properties=species:S:1:pos:R:3:lowdin_charge:R:1
Cs 2.5588 -1.0841 -1.5274 0.872
Te 0.5226 2.2687 2.2443 1.314
C 1.6655 3.6856 3.2881 -0.542
C 1.0300 4.7927 3.8324 -0.135
C 1.8012 5.7195 4.5186 -0.145
N 3.1201 5.6226 4.6747 0.070
C 3.7096 4.5572 4.1384 -0.145
C 3.0353 3.5596 3.4489 -0.123
C 2.1552 1.4218 1.2059 -0.923
P 2.6241 -0.2100 1.7107 0.858
C 4.4165 -0.4494 1.3940 -0.447
C 4.8907 -1.7640 1.4636 -0.125
C 6.2530 -2.0280 1.4475 -0.078
C 7.1604 -0.9843 1.3413 -0.077
C 6.7018 0.3244 1.2656 -0.065
C 5.3407 0.5895 1.3013 -0.115
C 2.5028 -0.3775 3.5149 -0.409
C 1.3372 -0.9281 4.0413 -0.130
C 1.1834 -1.0622 5.4123 -0.070
C 2.1980 -0.6510 6.2648 -0.064
C 3.3693 -0.1139 5.7450 -0.062
C 3.5237 0.0218 4.3741 -0.082
P 2.7750 2.0944 -0.3736 0.870
C 1.3607 2.1823 -1.5488 -0.453
C 0.0393 1.7948 -1.3472 -0.137
C -0.9170 2.0075 -2.3379 -0.098
C -0.5592 2.5750 -3.5489 -0.069
C 0.7664 2.9239 -3.7799 -0.062
C 1.7140 2.7293 -2.7890 -0.109
C 3.0304 3.8395 0.0724 -0.400
C 4.3280 4.2338 0.3962 -0.114
C 4.5802 5.5149 0.8627 -0.076
C 3.5332 6.4167 0.9955 -0.065
C 2.2448 6.0449 0.6323 -0.064
C 1.9935 4.7630 0.1670 -0.110
H -0.0349 4.9547 3.7229 0.097
H 1.3307 6.5926 4.9565 0.109
H 4.7845 4.4891 4.2673 0.110
H 3.5783 2.7145 3.0438 0.075
H 4.1907 -2.5825 1.6013 0.108
H 6.6044 -3.0481 1.5294 0.114
H 8.2229 -1.1879 1.3290 0.115
H 7.4065 1.1433 1.2013 0.115
H 4.9984 1.6151 1.3008 0.063
H 0.5432 -1.2496 3.3764 0.096
H 0.2731 -1.4874 5.8132 0.109
H 2.0784 -0.7513 7.3353 0.110
H 4.1648 0.1985 6.4080 0.110
H 4.4463 0.4339 3.9813 0.105
H -0.2692 1.3503 -0.4082 0.047
H -1.9512 1.7341 -2.1602 0.082
H -1.3087 2.7419 -4.3115 0.114
H 1.0573 3.3596 -4.7267 0.111
H 2.7427 3.0235 -2.9708 0.109
H 5.1512 3.5392 0.2779 0.092
H 5.5895 5.8090 1.1183 0.110
H 3.7232 7.4145 1.3679 0.112
H 1.4314 6.7532 0.7181 0.113
H 0.9834 4.4772 -0.1051 0.095
O 6.4868 -1.0592 -1.7309 0.034
N 5.3647 -1.2369 -1.8396 -0.070
C -2.0487 -1.3142 -1.0616 -0.434
C -3.3093 -1.7896 -1.7687 -0.424
As -4.5810 -0.3116 -2.0845 1.301
C -6.0336 -1.3985 -2.7851 -0.428
C -6.4698 -2.5727 -2.1713 -0.130
C -7.4763 -3.3321 -2.7480 -0.079
C -8.0560 -2.9263 -3.9447 -0.082
C -7.6275 -1.7624 -4.5622 -0.083
C -6.6184 -1.0016 -3.9825 -0.128
C -5.1655 0.0078 -0.2465 -0.395
C -4.2797 0.6563 0.6155 -0.138
C -4.6478 0.9632 1.9172 -0.087
C -5.9218 0.6482 2.3699 -0.087
C -6.8211 0.0361 1.5107 -0.078
C -6.4479 -0.2811 0.2098 -0.103
P -0.4893 -2.2649 -1.2803 0.924
C -0.8877 -3.9325 -0.6720 -0.389
C -1.8306 -4.7778 -1.2622 -0.098
C -2.1169 -6.0110 -0.7006 -0.065
C -1.4689 -6.4150 0.4616 -0.072
C -0.5344 -5.5853 1.0599 -0.076
C -0.2452 -4.3506 0.4917 -0.109
C -0.3793 -2.4534 -3.1013 -0.427
C 0.0055 -3.6473 -3.7115 -0.094
C 0.1882 -3.7114 -5.0882 -0.069
C -0.0045 -2.5850 -5.8737 -0.074
C -0.3706 -1.3865 -5.2756 -0.067
C -0.5470 -1.3188 -3.9018 -0.110
H -2.2018 -1.2623 0.0193 0.080
H -1.7894 -0.2975 -1.3681 0.010
H -3.7976 -2.5912 -1.2148 0.062
H -3.0862 -2.1622 -2.7719 0.061
H -6.0349 -2.8926 -1.2315 0.100
H -7.8120 -4.2392 -2.2624 0.105
H -8.8426 -3.5190 -4.3929 0.105
H -8.0767 -1.4424 -5.4931 0.105
H -6.2875 -0.0914 -4.4688 0.088
H -3.2955 0.9504 0.2678 0.080
H -3.9457 1.4623 2.5736 0.100
H -6.2160 0.8928 3.3819 0.104
H -7.8222 -0.1960 1.8505 0.106
H -7.1660 -0.7565 -0.4457 0.091
H -2.3368 -4.4755 -2.1709 0.106
H -2.8460 -6.6594 -1.1682 0.109
H -1.6944 -7.3791 0.8980 0.108
H -0.0284 -5.8974 1.9638 0.106
H 0.4814 -3.6971 0.9638 0.085
H 0.1504 -4.5388 -3.1140 0.104
H 0.4743 -4.6484 -5.5480 0.110
H 0.1294 -2.6401 -6.9456 0.109
H -0.5207 -0.5009 -5.8798 0.109
H -0.8282 -0.3727 -3.4536 0.082
```

=====

Here is C4H10Cl2NP as an isolated structure at a distorted geometry from the Open Molecules 2025 dataset. Energies are from ωB97M-V with the def2-TZVPD basis set.

The HOMO-LUMO gap is 9.1 eV. As for the calculated total energy: -1474.72305 Ha. Its spin multiplicity is 1. The HOMO energy comes out at -0.3319 hartree.

```
18
Properties=species:S:1:pos:R:3:nbo_charge:R:1
C 1.3670 0.1330 -0.6287 -0.596
C -0.2468 1.4262 0.9094 -0.602
C 0.4830 0.0431 0.6423 -0.269
C -0.5774 -1.0720 0.6463 -0.132
N -0.4737 -2.1979 1.4916 -0.473
P -1.0006 -2.0323 -1.4020 0.162
Cl 0.7883 -3.2313 0.9606 0.129
Cl -0.2929 -1.6566 3.1472 0.103
H 0.8832 0.5302 -1.4029 0.199
H 2.2569 0.7074 -0.4375 0.213
H 1.5840 -0.8305 -0.8036 0.212
H -1.2346 1.3207 1.3023 0.206
H 0.4307 1.7935 1.6302 0.217
H -0.1813 1.9211 0.0187 0.202
H 1.1048 -0.2512 1.5909 0.217
H -1.6180 -0.6280 0.9278 0.225
H -1.6809 -0.8650 -2.0122 -0.017
H -2.3514 -2.6201 -1.1772 0.002
```

=====

Here is a single C5H6N2O3S2 molecule at a distorted geometry from the Open Molecules 2025 dataset. Energies are from ωB97M-V with the def2-TZVPD basis set.

The HOMO-LUMO gap is 7.8 eV. As for the calculated total energy: -1325.59467 Ha. Its spin multiplicity is 1. The HOMO energy comes out at -0.3144 hartree.

```
18
Properties=species:S:1:pos:R:3:nbo_charge:R:1
C -1.1918 -0.0097 -0.2946 0.098
C -2.5779 0.5070 -0.0640 -0.225
C -2.4474 -1.9831 0.0008 0.485
C -0.1942 -2.3246 -0.6337 -0.377
C 0.2177 2.3333 0.4829 -0.715
N -1.2772 -1.3699 -0.3647 -0.425
N -2.9426 1.8172 -0.2013 0.481
O -2.2293 2.5190 -0.9288 -0.435
O -2.4913 -3.2017 -0.0583 -0.592
O -3.9403 2.1856 0.3783 -0.393
S -3.7288 -0.7954 0.2261 0.383
S 0.3753 0.6974 -0.3832 0.328
H -0.2865 -2.7655 -1.5621 0.218
H 0.7956 -1.6427 -0.6330 0.204
H -0.1366 -3.0388 0.0547 0.221
H -0.0512 3.0412 -0.2893 0.258
H 1.1849 2.5626 1.0081 0.243
H -0.5098 2.1332 1.3585 0.243
```

=====

Here is C12H37N6O3P2Y as an isolated structure at a distorted geometry from the Open Molecules 2025 dataset. Energies are from ωB97M-V with the def2-TZVPD basis set.

The HOMO-LUMO gap is 1.1 eV. As for the calculated total energy: -1753.75777 Ha. Its spin multiplicity is 1. The charge is +2. The HOMO energy comes out at -0.4336 hartree.

```
61
Properties=species:S:1:pos:R:3:nbo_charge:R:1
Y 5.4968 -0.2586 -1.7411 1.116
O 2.1140 1.8688 -1.3029 -0.752
H 1.7971 2.7601 -1.0587 0.433
O -7.0850 -2.6338 -6.7329 -1.024
P -6.4524 -3.4422 -5.6757 2.334
N -5.4257 -2.4922 -4.5928 -0.620
C -4.1452 -1.9188 -5.0734 -0.436
C -5.7906 -2.1855 -3.2427 -0.426
N -5.4228 -4.7348 -6.2486 -0.763
C -4.5124 -5.3916 -5.3096 -0.427
C -6.0930 -5.6053 -7.3242 -0.402
N -7.7146 -4.0385 -4.6477 -0.706
C -8.8894 -3.2097 -4.3721 -0.420
C -7.6597 -5.2484 -3.8011 -0.410
H -3.5537 -1.2270 -4.4737 0.233
H -4.3749 -1.3775 -5.9912 0.240
H -3.5034 -2.7650 -5.3186 0.221
H -4.9692 -2.1947 -2.5263 0.223
H -6.4575 -2.9218 -2.7942 0.218
H -6.2850 -1.2163 -3.3081 0.227
H -3.5344 -4.9202 -5.2136 0.201
H -4.9151 -5.5843 -4.3152 0.193
H -4.2232 -6.3479 -5.7454 0.224
H -6.6953 -4.9313 -7.9333 0.242
H -5.3204 -6.1361 -7.8805 0.219
H -6.7158 -6.3477 -6.8252 0.187
H -9.5474 -3.6506 -3.6232 0.221
H -8.5443 -2.2280 -4.0477 0.206
H -9.4339 -2.9386 -5.2766 0.246
H -7.0290 -5.1183 -2.9217 0.198
H -7.2815 -6.0437 -4.4435 0.215
H -8.6739 -5.5286 -3.5165 0.226
O 6.1728 2.8125 2.8207 -1.052
P 6.0196 3.4244 4.1812 2.343
N 6.2383 5.1120 4.4018 -0.756
C 5.2285 6.0864 4.0316 -0.423
C 7.5624 5.6776 4.6202 -0.427
N 7.1649 2.7298 5.2714 -0.716
C 7.8691 1.4573 4.8153 -0.410
C 7.1244 2.9060 6.7586 -0.414
N 4.5408 3.1414 5.1493 -0.659
C 4.1550 3.7222 6.4812 -0.421
C 3.3747 2.7572 4.4428 -0.423
H 4.3602 5.5752 3.6160 0.209
H 5.5537 6.9404 3.4375 0.232
H 4.6475 6.3914 4.9020 0.204
H 8.0604 6.1296 3.7623 0.211
H 8.2414 4.8284 4.6969 0.231
H 7.5743 6.4608 5.3781 0.216
H 8.7669 1.4283 5.4328 0.217
H 7.1893 0.6056 4.8387 0.206
H 8.1764 1.5747 3.7761 0.231
H 6.7869 3.8799 7.1130 0.227
H 6.4772 2.0856 7.0689 0.205
H 8.1695 2.6904 6.9809 0.221
H 4.8033 4.5905 6.5985 0.215
H 3.1330 4.0968 6.5383 0.225
H 4.2645 2.9899 7.2811 0.226
H 3.6325 1.8604 3.8794 0.223
H 2.9682 3.5897 3.8684 0.206
H 2.5855 2.4638 5.1350 0.214
```

=====

- Look up the spin multiplicity of the first one.
  1

=====

- Which formula does entry 3 have?
  C4H10OSi